Entry 1:
22
Properties=species:S:1:pos:R:3:lowdin_charge:R:1 method="wB97M-V/def2-TZVPD" energy_ha=-474.9138 total_charge=+1 homo_energy_ev="-10.7 / -10.7" e_lumo_ev="-3.6 / -3.6" orbital_gap_ev="7.1009 / 7.1003" largest_force_ha_per_bohr=0.074
C 2.011 -0.339 -1.368 -0.092
C 2.626 0.407 0.725 -0.038
C 1.921 0.744 -0.395 -0.260
C -0.890 0.999 0.457 0.010
C -2.061 0.414 0.931 -0.045
C 1.176 1.982 -0.602 -0.086
N 3.034 -0.880 0.649 -0.012
N -0.154 1.692 -0.121 0.229
N -3.694 -1.756 0.055 0.025
O 2.623 -1.423 -0.556 -0.096
H 1.085 -0.913 -1.758 0.155
H 2.691 -0.195 -2.155 0.105
H 2.785 1.018 1.659 0.165
H -2.921 1.192 0.831 0.154
H -2.046 0.257 1.983 0.085
H -2.686 -0.509 0.441 0.076
H -3.596 -1.695 -0.937 0.045
H 1.459 2.765 -0.037 0.103
H 1.101 2.139 -1.655 0.140
H 3.602 -1.503 1.257 0.185
H -3.381 -2.703 0.396 0.097
H -4.686 -1.694 0.201 0.053

Entry 2:
22
Properties=species:S:1:pos:R:3:lowdin_spin:R:1 method="wB97M-V/def2-TZVPD" energy_ha=-474.8374 total_charge=+1 homo_energy_ev="-8.0 / -12.6" e_lumo_ev="-2.7 / -6.3" orbital_gap_ev="5.3486 / 6.3417" spin_multiplicity=3 largest_force_ha_per_bohr=0.123
C -2.122 -1.448 -0.246 0.348
C -2.239 -0.061 -0.119 0.194
C -0.128 -0.505 0.083 0.368
C -0.749 1.826 0.411 0.006
C 3.486 -0.089 -0.921 0.009
C 1.993 -0.641 0.899 0.373
N -1.017 0.455 0.083 0.085
N -0.801 -1.681 -0.137 0.248
N -3.318 0.839 -0.138 0.187
O 2.745 0.152 0.277 0.103
H -2.853 -2.275 -0.315 0.013
H 0.362 2.001 0.177 0.005
H -1.326 2.603 -0.196 0.001
H -1.025 1.855 1.524 0.001
H 4.525 0.309 -0.982 0.003
H 3.031 0.493 -1.861 0.006
H 3.576 -1.211 -1.141 0.001
H 1.664 -0.463 1.931 0.026
H 1.941 -1.755 0.588 0.012
H -0.338 -2.583 -0.048 0.002
H -4.345 0.564 -0.274 0.003
H -3.063 1.615 0.404 0.006

Entry 3:
23
Properties=species:S:1:pos:R:3:lowdin_charge:R:1 method="wB97M-V/def2-TZVPD" energy_ha=-550.2651 total_charge=+1 homo_energy_ev=-13.6 e_lumo_ev=-3.1 smiles=COc1c(CN)c(O)[nH][n+]1C orbital_gap_ev=10.5591 largest_force_ha_per_bohr=0.107
C -1.687 -2.221 -0.143 0.008
O -1.808 -0.828 -0.382 0.007
C -0.799 0.063 -0.162 -0.201
C 0.528 -0.047 -0.074 0.002
C 1.598 -1.289 0.147 -0.168
N 2.912 -0.864 -0.273 -0.005
C 1.018 1.256 -0.039 -0.242
O 2.257 1.738 0.003 0.171
N 0.004 2.147 -0.196 0.168
N -1.169 1.402 -0.224 -0.044
C -2.314 2.054 0.505 0.061
H -2.137 -2.402 0.745 0.071
H -0.628 -2.638 -0.112 0.112
H -2.262 -2.614 -0.872 0.074
H 1.148 -2.207 -0.272 0.089
H 1.670 -1.645 1.196 0.130
H 2.884 -1.072 -1.259 0.097
H 3.660 -1.492 0.128 0.134
H 2.882 1.055 0.053 0.059
H 0.035 3.110 -0.525 0.202
H -2.650 2.874 -0.192 0.127
H -3.088 1.331 0.490 0.084
H -2.054 2.287 1.457 0.063

Entry 4:
24
Properties=species:S:1:pos:R:3:lowdin_spin:R:1 method="wB97M-V/def2-TZVPD" energy_ha=-891.6379 total_charge=0 homo_energy_ev="-6.2 / -9.3" e_lumo_ev="0.9 / -1.3" orbital_gap_ev="7.1187 / 8.0361" spin_multiplicity=3 largest_force_ha_per_bohr=0.090
C 1.981 0.063 2.387 0.053
C 0.755 -0.725 2.702 0.060
C 0.493 1.696 -2.124 0.010
C 1.478 0.773 -2.550 0.009
C -2.594 -0.024 -0.517 0.010
C -2.440 -1.276 0.366 0.010
N 0.639 0.526 2.073 0.361
N 0.182 0.286 -2.132 0.116
N -1.715 -1.083 -0.833 0.136
O 0.891 -1.921 -0.944 0.199
O 0.024 0.875 0.991 0.597
P 0.030 -0.750 -0.887 0.377
H 2.264 0.634 3.262 0.009
H 2.777 -0.108 1.686 0.006
H 0.791 -1.510 2.084 0.011
H 0.473 -0.844 3.761 0.008
H 0.734 2.221 -1.128 0.004
H -0.157 2.360 -2.773 0.001
H 1.629 0.663 -3.655 0.004
H 2.323 0.512 -2.030 0.004
H -3.369 0.161 -1.333 0.004
H -2.097 0.833 -0.011 0.005
H -1.973 -1.165 1.294 0.004
H -3.119 -2.196 0.311 0.003

Entry 5:
23
Properties=species:S:1:pos:R:3:lowdin_charge:R:1 method="wB97M-V/def2-TZVPD" energy_ha=-873.1236 total_charge=+1 homo_energy_ev="-11.5 / -11.5" e_lumo_ev="-4.5 / -4.5" smiles="C=CSC(=C(/N)O)/[N+](C)=N/C" orbital_gap_ev="6.9481 / 6.9476" largest_force_ha_per_bohr=0.070
C -2.680 2.718 1.181 -0.040
C -1.699 1.843 1.385 -0.526
S 0.030 2.035 1.297 1.006
C 0.315 0.255 0.842 -0.370
C 0.797 -0.448 1.986 -0.395
N 1.336 -1.651 2.078 0.209
O 0.716 0.222 3.118 0.097
N 0.525 -0.098 -0.476 -0.177
C 0.876 -1.450 -0.801 0.033
N 0.197 0.743 -1.325 0.052
C 0.601 0.685 -2.717 -0.031
H -2.652 3.732 0.931 0.036
H -3.716 2.467 1.518 0.082
H -1.927 0.776 1.424 0.064
H 1.092 -2.378 1.416 0.122
H 1.709 -1.929 2.914 0.103
H 0.971 -0.342 3.818 0.118
H 1.669 -1.720 -0.166 0.074
H 1.193 -1.443 -1.867 0.110
H 0.114 -2.212 -0.653 0.131
H 0.243 1.648 -3.122 0.110
H 1.708 0.560 -2.661 0.117
H 0.232 -0.222 -3.147 0.077

Entry 6:
22
Properties=species:S:1:pos:R:3:lowdin_charge:R:1 method="wB97M-V/def2-TZVPD" energy_ha=-741.3139 total_charge=0 homo_energy_ev=-9.0 e_lumo_ev=0.7 smiles=CC(C)(C)n1cnnc1P orbital_gap_ev=9.7229 largest_force_ha_per_bohr=0.113
C 1.686 -0.181 0.173 -0.114
C 0.237 -0.593 0.399 -0.626
C 0.309 -2.160 0.073 -0.018
C 0.016 -0.459 1.870 -0.067
N -0.738 0.188 -0.272 0.049
C -2.034 0.035 -0.368 -0.245
N -2.748 0.935 -0.993 -0.003
N -1.958 1.935 -1.299 -0.030
C -0.751 1.704 -1.076 -0.489
P 0.802 2.570 -1.245 0.856
H 1.812 0.869 0.313 -0.019
H 2.440 -0.811 0.724 0.109
H 1.957 -0.285 -0.955 0.112
H 0.371 -2.269 -0.921 0.034
H 1.091 -2.673 0.579 0.071
H -0.684 -2.532 0.480 0.101
H 0.244 -1.460 2.342 0.088
H 0.529 0.421 2.437 0.118
H -1.175 -0.387 2.009 0.122
H -2.440 -0.925 -0.119 0.125
H 0.288 3.859 -1.512 -0.100
H 0.745 2.218 -2.639 -0.074

Entry 7:
22
Properties=species:S:1:pos:R:3:lowdin_charge:R:1 method="wB97M-V/def2-TZVPD" energy_ha=-797.8391 total_charge=+1 homo_energy_ev=-12.6 e_lumo_ev=-4.8 orbital_gap_ev=7.8842 largest_force_ha_per_bohr=0.096
C -0.815 0.420 -2.681 -0.142
C -0.688 -0.916 -2.513 -0.388
C -1.828 0.965 -1.941 -0.336
C -2.595 0.000 -1.301 -0.435
C -2.591 2.237 -2.315 -0.036
C -0.899 -0.134 0.869 0.248
N 2.505 -1.676 3.674 -0.009
N 0.182 -0.560 0.634 0.026
N 1.065 -0.919 -0.248 0.105
S -1.951 -1.517 -1.448 1.061
H -0.169 1.009 -3.226 0.110
H 0.058 -1.560 -2.954 0.088
H -2.605 3.241 -1.771 0.103
H -2.210 2.581 -3.309 0.095
H -3.654 2.096 -2.323 0.067
H -1.892 -0.071 1.248 0.121
H 1.962 -0.555 -0.255 0.103
H 2.538 -0.674 3.820 0.000
H 2.228 -2.108 4.588 0.036
H 0.787 -1.249 -1.321 0.165
H 3.380 -2.103 3.507 -0.017
H -3.516 0.080 -0.981 0.036

Entry 8:
24
Properties=species:S:1:pos:R:3:lowdin_charge:R:1 method="wB97M-V/def2-TZVPD" energy_ha=-605.1570 total_charge=0 homo_energy_ev=-7.6 e_lumo_ev=0.1 smiles="CN(C)/C=N/O.C1=NN=COC1" orbital_gap_ev=7.7161 largest_force_ha_per_bohr=0.037
C 2.683 -1.948 -0.572 -0.068
N 2.524 -0.681 0.100 -0.238
C 2.917 -0.572 1.465 -0.090
C 1.909 0.408 -0.431 -0.234
N 1.920 1.553 0.135 -0.034
O 1.216 2.484 -0.599 -0.122
H 2.226 -1.912 -1.564 0.086
H 3.751 -2.216 -0.643 0.088
H 2.209 -2.743 0.009 0.082
H 3.428 -1.490 1.795 0.088
H 3.565 0.297 1.603 0.081
H 2.035 -0.406 2.117 0.092
H 1.462 0.255 -1.435 0.137
H 0.461 2.043 -1.053 0.049
C -1.778 0.938 0.273 -0.132
N -1.236 0.442 -0.763 0.029
N -1.567 -0.945 -0.833 0.049
C -2.636 -1.382 -0.276 -0.212
O -3.620 -0.709 0.388 -0.036
C -3.139 0.576 0.810 -0.132
H -1.250 1.787 0.738 0.124
H -2.893 -2.429 -0.348 0.127
H -3.093 0.595 1.903 0.122
H -3.898 1.320 0.475 0.142

ΔE to the lowest compared entry with this formula, charge and spin list, top to bottom, in kcal per mole: 148.8; 80.0; 68.0; 74.3; 86.8; 37.4; 119.9; 104.1